1.
Molecular formula: C11H14N3O
Method: DFT, ωB97M-V/def2-TZVPD

Element x y z (Å)
C 3.890 -0.528 0.851
C 2.724 -0.532 1.687
C 3.755 -0.342 -0.479
C 1.519 -0.243 1.157
C 2.495 -0.065 -1.051
C 1.417 -0.066 -0.231
C -0.984 -0.902 0.249
C -1.889 1.209 0.150
C 0.069 0.217 -0.755
C -0.170 -0.454 -2.149
C -3.323 -0.562 1.186
N -2.115 -0.065 0.528
N -0.759 1.321 -0.478
N -2.799 2.210 0.254
O -0.869 -2.093 0.435
H 4.784 -0.860 1.172
H 2.906 -0.789 2.716
H 4.541 -0.249 -1.114
H 0.680 -0.626 1.815
H 2.347 0.070 -2.085
H 0.181 -1.435 -2.012
H 0.403 0.042 -2.987
H -1.322 -0.435 -2.375
H -4.082 -0.753 0.384
H -3.198 -1.643 1.518
H -3.586 0.223 1.862
H -0.490 2.228 -0.924
H -3.631 2.038 0.786
H -2.495 3.084 -0.110

Properties
Energy: -666.79620 a.u.
Total charge: +1
Multiplicity: 1
ΔE to the lowest compared entry with this formula, charge and spin: 1.181 eV
HOMO level: -12.4 eV

Mulliken atomic charge list, values in e, 5 entries: atom 1 (C): -0.562, atom 2 (C): -0.898, atom 3 (C): -0.829, atom 4 (C): -0.179, atom 5 (C): -0.194


2.
Molecular formula: C11H14NO
Method: DFT, ωB97M-V/def2-TZVPD

Element x y z (Å)
C -0.895 1.178 0.169
C 0.107 1.952 0.377
C 1.301 1.210 0.686
C -0.253 -0.764 -1.165
C 1.124 -0.524 -1.081
C -1.079 -0.179 -0.194
C 1.770 0.166 0.004
C 3.159 -0.320 0.388
C 4.187 -0.352 -0.713
C -2.496 -0.490 1.609
C -3.420 0.155 -0.565
N -2.448 -0.641 0.125
O 3.341 -0.557 1.545
H 0.048 2.984 0.398
H 1.824 1.616 1.555
H -0.525 -1.427 -1.859
H 1.927 -0.956 -1.675
H 5.156 -0.057 -0.130
H 3.789 0.401 -1.588
H 4.287 -1.472 -0.929
H -3.600 -0.456 1.881
H -1.968 -1.361 1.916
H -2.005 0.516 1.823
H -3.656 1.002 -0.028
H -2.979 0.576 -1.565
H -4.248 -0.496 -1.017
H -2.445 -1.702 0.033

Properties
Energy: -557.09899 a.u.
Total charge: +1
Multiplicity: 1
ΔE to the lowest compared entry with this formula, charge and spin: 3.716 eV
HOMO level (spin up / spin down): -12.5 / -12.5 eV

Mulliken atomic charge list, values in e, 5 entries: atom 1 (C): -0.176, atom 2 (C): -1.061, atom 3 (C): -0.365, atom 4 (C): -0.903, atom 5 (C): -0.505


3.
Molecular formula: C11H14O2
Method: DFT, ωB97M-V/def2-TZVPD

Element x y z (Å)
C -3.744 0.437 -1.748
C -2.847 0.166 -2.730
C -2.988 0.698 -0.471
C 2.026 0.931 0.089
C -1.482 -0.028 -2.212
C -1.550 0.307 -0.779
C 1.826 -0.549 0.114
C 1.559 0.275 1.350
C 1.711 -1.877 -0.627
C 2.338 0.073 2.659
C 0.104 0.577 1.708
O -3.359 1.078 0.606
O -1.530 -1.001 -1.164
H -4.888 0.427 -1.787
H -3.148 -0.031 -3.716
H 2.948 1.327 -0.038
H 1.301 1.388 -0.445
H -0.503 0.202 -2.708
H 2.062 -2.660 0.089
H 2.431 -1.818 -1.489
H 0.627 -1.810 -0.830
H 3.428 -0.218 2.404
H 1.819 -0.676 3.141
H 2.413 0.896 3.275
H -0.372 0.718 0.776
H 0.078 1.530 2.245
H -0.261 -0.360 2.287

Properties
Energy: -577.70369 a.u.
Multiplicity: 1
ΔE to the lowest compared entry with this formula, charge and spin: 9.249 eV
HOMO level (spin up / spin down): -7.0 / -8.9 eV

Mulliken atomic charge list, values in e, 5 entries: atom 1 (C): -0.528, atom 2 (C): -0.554, atom 3 (C): 0.144, atom 4 (C): -0.959, atom 5 (C): -0.295


4.
Molecular formula: C11H14P2
Method: DFT, ωB97M-V/def2-TZVPD

Element x y z (Å)
C -1.750 1.137 3.801
C -0.488 0.550 3.427
C -2.468 1.390 2.696
C 0.901 -0.563 -1.498
C -0.433 0.437 2.083
C 1.096 -1.904 -1.039
C 0.728 0.408 -0.554
C -1.706 0.961 1.490
C 0.899 -0.304 -2.974
C 1.226 -3.039 -2.006
C 0.597 1.868 -0.861
P 1.034 -0.117 1.139
P 1.154 -2.239 0.638
H -2.041 1.334 4.821
H 0.282 0.269 4.123
H -3.442 1.843 2.638
H -2.232 0.187 0.927
H -1.540 1.792 0.802
H 1.826 -0.676 -3.413
H 0.817 0.756 -3.193
H 0.071 -0.825 -3.455
H 2.093 -2.912 -2.655
H 0.339 -3.099 -2.637
H 1.327 -3.981 -1.470
H 1.476 2.225 -1.400
H 0.512 2.447 0.057
H -0.277 2.056 -1.488

Properties
Energy: -1110.20260 a.u.
Multiplicity: 1
ΔE to the lowest compared entry with this formula, charge and spin: 0.000 eV
HOMO level: -7.8 eV

Mulliken atomic charge list, values in e, 5 entries: atom 1 (C): -0.363, atom 2 (C): -0.471, atom 3 (C): -0.776, atom 4 (C): 0.073, atom 5 (C): 0.126